Formula: C32H57BCl24FN2O8P
Source: the Open Molecules 2025 dataset
Level of theory: ωB97M-V/def2-TZVPD

XYZ file:
```
126
Properties=species:S:1:pos:R:3:forces:R:3:lowdin_charge:R:1
C -3.624236 3.496399 2.126086 -0.0288 -0.6887 0.8282 -0.068
C -3.091860 2.493157 3.179479 0.6432 0.7704 -0.7181 -0.251
O -1.679359 2.714230 3.344429 -0.2513 -0.6314 0.2355 -0.180
C -1.034534 1.511251 3.791712 -0.4344 0.4226 -0.3427 -0.198
C -0.349947 0.834239 2.579247 0.7585 0.4979 -0.2830 -0.064
C 1.198536 0.653151 2.765901 -0.8987 0.1116 0.3105 -0.252
O 1.966802 1.414622 1.839853 -0.0287 -0.3639 0.0735 -0.094
C 2.075142 2.766673 2.203566 0.4612 0.0125 -1.0376 -0.088
C 1.870216 3.687628 0.986958 -0.0600 -0.3464 0.9523 -0.356
O 1.415884 4.761415 1.188884 -0.1926 1.2729 -0.1865 0.166
N 2.274427 3.254734 -0.342307 -0.0610 -0.4480 -0.2399 0.175
C 1.212605 3.177698 -1.253610 0.2578 -0.5588 -0.0533 -0.538
O 0.174434 3.724790 -1.217073 -0.9924 0.3219 0.2356 0.179
F 1.465416 2.323524 -2.260240 0.6598 0.3323 0.0261 0.115
C 1.664851 -0.810428 2.926771 0.2237 0.9075 2.5249 -0.411
C 3.121526 -0.762392 3.483368 -0.7633 -0.9286 -0.7641 -0.066
C 0.826008 -1.335445 4.173251 -0.0783 -0.9804 -0.8433 -0.138
C -0.285005 -2.342487 3.806046 -0.5145 0.2026 0.7034 -0.079
O 1.424388 -1.753166 1.910405 -0.1417 0.5569 -0.3532 -0.083
C 1.764795 -1.523804 0.544606 1.0747 -1.1100 -1.1717 -0.284
P 1.826422 -3.301006 -0.126692 0.9144 0.5461 -1.0192 0.755
O 2.371185 -3.300079 -1.520583 -0.2754 0.0558 0.0477 -0.433
B 0.643225 -0.849297 -0.395720 -0.5599 0.5769 -0.5116 -0.583
O 0.369327 0.504667 -0.469590 -0.0308 -0.6678 0.9619 0.170
O -0.198556 -1.649279 -1.195799 0.0474 -0.0724 1.0940 -0.021
C -1.376099 -2.059838 -0.466233 -0.5329 -0.9026 -0.8968 -0.221
C -2.188728 -3.091068 -1.297660 0.2429 0.6516 0.5603 -0.086
C 3.238842 -1.064230 0.274402 -2.9402 -1.0517 1.0625 -0.261
C 3.501706 0.076165 -0.411724 1.1196 1.8490 -0.9167 -0.031
C 4.841898 0.477013 -0.638668 -1.0760 -1.2939 0.6579 -0.097
C 5.764253 -0.408652 -0.136009 0.0957 0.7009 -1.5576 -0.263
C 5.335812 -1.554493 0.507023 1.9847 -1.7736 0.5256 -0.216
N 4.118668 -1.945926 0.771999 0.1347 1.3630 -0.8524 0.131
H -4.593912 3.873712 2.488600 0.4758 0.0628 -0.5219 0.011
H -2.893115 4.296204 1.983493 -0.2501 0.0004 0.1052 0.079
H -3.736589 2.943153 1.187241 -0.1705 0.4199 0.0180 0.071
H -3.553846 2.626044 4.167138 -0.2013 -0.2835 -0.2794 0.117
H -3.221129 1.483131 2.767471 -0.2889 0.0314 0.4844 0.109
H -0.332370 1.824941 4.575590 0.0979 -0.2174 -0.2430 0.121
H -1.792618 0.873096 4.268121 0.3058 -0.0618 -0.0406 0.120
H -0.447986 1.550098 1.752563 -0.1179 -0.1462 0.1766 0.121
H -0.841892 -0.087067 2.249196 0.1059 0.0820 0.2337 0.106
H 1.388418 1.114273 3.749572 0.2331 -0.4535 -0.0965 0.133
H 1.355499 3.094102 2.961543 -0.0320 -0.1024 -0.2167 0.137
H 3.087192 3.002825 2.588784 -0.1770 -0.2091 -0.0308 0.126
H 3.000264 3.852029 -0.729944 0.1765 -0.1965 0.1460 0.160
H 3.788374 -0.145702 2.878336 -0.0767 -0.2196 0.2272 0.028
H 3.065355 -0.435852 4.527063 0.0883 0.3280 -0.3718 0.054
H 3.447773 -1.811080 3.531097 0.2934 0.3128 -0.2034 0.102
H 1.510054 -1.870709 4.844076 -0.0870 0.1915 -0.1217 0.112
H 0.412612 -0.508686 4.759840 0.0833 -0.0257 -0.2268 0.107
H 0.078348 -3.365958 3.673956 0.1471 0.2720 -0.1413 0.064
H -0.873130 -2.072381 2.924388 0.2025 0.0177 0.0998 0.053
H -0.989571 -2.375989 4.652182 0.1077 -0.0855 -0.2162 0.079
H 0.544754 -3.880642 -0.059875 0.0855 0.2884 0.5101 -0.002
H 2.687697 -4.074244 0.670567 -0.5691 0.3454 0.5870 0.018
H -0.598132 0.558509 -0.521093 0.1929 0.4033 -0.6229 0.122
H -2.003049 -1.168044 -0.313824 0.0673 -0.2324 0.4267 0.123
H -1.113479 -2.566456 0.474702 0.1299 0.5657 0.0143 0.105
H -1.515394 -3.699457 -1.912637 -0.1602 0.1146 0.0943 0.060
H -2.945206 -2.570893 -1.889757 0.2681 -0.2467 -0.2462 0.021
H -2.729253 -3.738586 -0.598905 0.0861 0.0001 -0.2224 0.071
H 2.754261 0.762037 -0.791026 -0.3289 -0.4578 0.2926 0.086
H 5.088143 1.387745 -1.170224 0.0212 -0.0961 0.0668 0.110
H 6.821876 -0.208459 -0.257151 -0.0324 -0.3144 -0.0939 0.082
H 6.116184 -2.237434 0.852973 -0.0699 0.1443 -0.0047 0.116
C 0.852244 -7.239267 0.617303 0.0059 -0.1288 -0.0707 -0.969
Cl 0.189637 -6.244312 1.924373 -0.0326 -0.0296 0.0365 0.512
Cl 1.658350 -6.249579 -0.603505 0.2152 -0.6271 -0.0187 0.527
H 1.571387 -7.933958 1.036628 0.0305 0.1050 0.0457 0.028
H 0.040474 -7.782740 0.145209 -0.0396 0.1215 -0.0104 0.026
C 3.616212 -1.986184 -3.881824 -0.0014 -0.1687 0.1168 -1.030
Cl 4.514925 -0.488551 -3.621518 0.0795 0.1618 -0.2546 0.571
Cl 4.050491 -2.742067 -5.425127 -0.0343 -0.0171 -0.0679 0.515
H 3.835300 -2.674564 -3.075611 -0.0132 0.0148 -0.0138 0.004
H 2.558756 -1.759435 -3.892296 0.0390 0.0020 -0.0200 -0.035
C 3.426508 0.363993 -7.750861 -0.0646 -0.1063 0.1141 -1.035
Cl 4.335022 1.858915 -7.494774 -0.0256 0.0404 0.0811 0.489
Cl 3.851901 -0.393661 -9.291181 -0.0647 -0.0491 0.0480 0.498
H 3.651032 -0.327841 -6.944529 0.1253 0.0296 -0.0766 -0.028
H 2.367538 0.597296 -7.754875 0.0413 0.0595 -0.1130 0.025
C -1.178274 4.998182 -4.097622 0.1365 0.0465 0.1166 -1.028
Cl -1.604936 6.686577 -4.400418 0.0542 0.0023 0.0034 0.507
Cl -2.465414 3.899908 -4.616494 0.0040 -0.1073 0.0179 0.502
H -0.274517 4.760714 -4.647790 -0.0895 0.0148 -0.0983 0.028
H -1.013056 4.861951 -3.034948 -0.1159 -0.0098 -0.0102 -0.002
C -6.324925 -2.598849 -1.990820 -0.1423 0.0336 -0.0291 -0.998
Cl -5.427200 -3.642443 -3.093916 0.0002 -0.0095 -0.0159 0.521
Cl -5.472142 -2.348347 -0.455408 -0.1437 0.0453 -0.0157 0.518
H -6.475429 -1.634107 -2.462385 0.1183 -0.0085 0.0135 0.027
H -7.281555 -3.064664 -1.782825 0.0702 -0.0395 0.0819 0.024
C -8.074213 4.658379 2.996331 -0.0996 0.0772 0.0315 -0.999
Cl -7.187393 3.587652 1.902250 -0.1903 0.0068 -0.1251 0.556
Cl -7.219579 4.867189 4.528002 -0.0422 0.0070 0.0065 0.514
H -8.186356 5.626277 2.521018 0.1127 -0.0214 -0.0053 0.026
H -9.048849 4.226313 3.194619 0.0660 -0.0645 0.0300 0.026
C -1.395342 -6.218736 -4.351018 0.0264 -0.0094 -0.0349 -1.021
Cl -2.882801 -7.151658 -4.120961 -0.0372 0.0256 -0.0571 0.498
Cl -0.341405 -6.312930 -2.934300 -0.1052 0.0741 -0.2312 0.494
H -0.863065 -6.614180 -5.209078 -0.0124 -0.0777 0.0715 0.030
H -1.658276 -5.182829 -4.522354 -0.0513 0.0638 0.0725 -0.032
C 6.860388 0.891348 3.784292 0.3298 0.0786 -0.0505 -0.952
Cl 5.360992 0.972154 4.704652 0.3310 0.1408 0.2135 0.567
Cl 6.578020 0.431643 2.084274 0.3825 0.6973 1.7247 0.711
H 7.332071 1.867422 3.805002 -0.0616 0.0033 -0.0075 -0.022
H 7.511632 0.155150 4.242812 -0.0864 -0.0616 -0.0493 0.030
C -7.382693 0.457907 3.896269 -0.0492 0.0866 0.0553 -1.035
Cl -6.464935 -0.579149 2.801234 -0.0465 -0.0140 -0.1266 0.491
Cl -6.531021 0.688799 5.428662 -0.0526 0.0573 0.0395 0.497
H -7.513715 1.425776 3.425700 0.1015 -0.0381 0.0117 -0.046
H -8.344811 -0.000580 4.096309 0.0864 -0.0965 0.0304 0.028
C -4.972871 2.319697 -7.379916 0.0350 0.0557 0.0740 -1.038
Cl -4.946300 2.873972 -9.057482 0.0085 0.0733 0.0290 0.502
Cl -5.192102 0.567900 -7.279881 0.0067 -0.0024 0.0961 0.494
H -4.030920 2.581421 -6.909841 0.0216 -0.0609 -0.0988 -0.009
H -5.793292 2.805302 -6.863640 -0.0478 -0.0554 -0.0827 0.025
C -0.880917 -1.861440 -4.455238 0.0544 0.1398 0.1773 -0.989
Cl 0.439355 -2.949407 -4.889567 -0.0291 -0.0389 -0.0519 0.577
Cl -2.416640 -2.380933 -5.156491 -0.1269 0.0083 -0.0333 0.521
H -0.978045 -1.856638 -3.376399 0.0570 -0.0623 -0.0036 -0.012
H -0.648289 -0.863616 -4.812027 -0.0252 -0.0692 -0.1225 0.033
C 4.968099 5.214834 4.700555 -0.0476 0.0934 0.0513 -0.999
Cl 3.819670 4.203248 5.582602 -0.0354 0.0702 0.0119 0.506
Cl 6.036949 4.251337 3.669295 0.0002 0.1833 -0.1063 0.528
H 4.414257 5.906344 4.075558 -0.0206 -0.0986 -0.0509 0.026
H 5.573492 5.761039 5.414958 0.0305 -0.1132 0.0155 0.026
```
Forces are in eV/Å.

For the total energy, the calculation gives -13475.58637 Eh. The largest force on an atom comes out at 3.30 eV Å⁻¹. Its multiplicity is 1.